[1]
The following is a quantum chemistry calculation of a structure of composition C13H15ClN6O4S2Y in a non-equilibrium geometry, from the OMol25 dataset.

XYZ file:
```
42
Properties=species:S:1:pos:R:3:forces:R:3
Y -1.1467 -0.5671 1.4737 -0.0199 -1.1382 -0.0618
N 2.9900 1.8972 -4.6019 -0.9469 -0.5924 0.0285
C 2.6461 1.3748 -3.3742 0.7444 -0.1146 0.7430
C 3.4484 1.7163 -2.2400 -1.1901 -0.6954 0.8008
C 3.1257 1.1942 -0.9750 0.2226 -0.3103 -1.0791
C 2.0984 0.2335 -0.8516 0.3684 1.4350 0.3545
C 1.2876 -0.0558 -1.9424 0.2563 0.1961 0.0397
C 1.5794 0.4650 -3.1893 -0.2762 0.5066 -0.4441
S 1.8530 -0.5305 0.7058 0.1656 -0.7912 0.1819
O 3.0804 -1.0055 1.2398 0.4092 -0.3907 -0.3348
O 0.8241 -1.5851 0.3783 -0.5414 0.3397 0.5142
N 1.1303 0.3387 1.8334 -0.7297 0.0282 -0.8141
C 0.6661 1.5948 1.5656 -0.5631 0.7137 1.2496
N 1.4690 2.6741 1.5638 -0.4098 -0.4306 -0.9521
C 0.9020 3.8553 1.3154 0.4489 -0.8539 0.4307
C -0.4720 3.9946 1.2307 -0.7774 0.6990 -0.4076
C -1.2466 2.8681 1.2879 0.1171 -1.5033 0.3444
N -0.7103 1.6092 1.5058 0.9423 3.9982 -0.9399
H 3.4863 2.7657 -4.5808 0.1619 0.1853 -0.1755
H 2.3165 1.7899 -5.3613 0.4651 0.1479 0.4390
H 4.2963 2.3820 -2.3274 -0.0775 0.0880 -0.1284
H 3.6916 1.4825 -0.0954 0.0873 -0.0794 -0.1551
H 0.4114 -0.6516 -1.7686 -0.0897 -0.4365 -0.3069
H 0.9152 0.2355 -4.0324 0.3583 0.0688 0.3351
H 1.5875 4.6864 1.1909 -0.1181 0.0752 0.1587
H -0.9507 4.9663 1.0736 0.2883 -0.4249 0.0033
H -2.3155 2.9083 1.1190 -0.0352 -0.0421 0.2715
Cl -2.2070 -1.9650 -0.5969 -1.9041 0.8666 -0.1552
C -4.0085 -1.0512 -0.4110 0.7482 -0.0581 -1.0974
C -4.2155 -0.9182 1.0667 1.1995 0.1099 1.8564
O -5.0235 -1.5920 1.6494 -0.6536 -0.2062 -0.3859
O -3.3524 -0.1198 1.6634 0.7424 -0.2417 -1.0205
H -4.7417 -1.7005 -0.8998 0.5611 0.0077 0.0531
H -3.8658 -0.0749 -0.9128 0.0677 -0.7661 0.1420
N -2.2798 -4.5923 2.2065 -0.1651 -0.0820 0.0876
C -1.1662 -3.8591 2.3136 0.9140 -0.6499 -1.3071
N -0.0315 -4.2105 1.6532 -1.4560 0.3224 0.5343
S -1.1526 -2.4591 3.2875 -0.2086 -0.1651 0.8861
H -2.3828 -5.4962 1.7093 0.3428 1.1124 0.5222
H -3.1023 -4.1719 2.6440 0.3236 -0.5301 -0.1762
H -0.0965 -4.9453 0.9705 0.2243 -0.1256 -0.1447
H 0.6628 -3.4808 1.5130 0.0031 -0.2722 0.1097
```
Forces are in eV/Å.

Calculated values
orbital gap: 7.6 eV
spin multiplicity: 1
HOMO energy: -0.4103 Ha
total charge: +1
LUMO: -3.5229 eV
electronic energy: -2428.74019 hartree
energy above the lowest of the compared OMol25 structures with the same formula, charge and spin: 0.000 eV

[2]
The following is a quantum chemistry calculation of an isolated molecule of C5H8N2, from the OMol25 dataset.

XYZ file:
```
15
Properties=species:S:1:pos:R:3:forces:R:3
C -2.7471 -0.2009 -0.0396 -0.2582 -0.0244 0.0146
N -1.3439 -0.0478 0.2011 0.1535 -0.1675 0.3219
C -0.7199 -0.6388 1.1318 -0.3648 0.0949 -0.1969
N 0.6967 -0.5635 1.2169 0.0943 0.2314 -0.3584
C 1.0626 0.1228 0.2149 -0.1948 0.0959 -0.1963
C 2.6646 0.2022 -0.4952 0.5399 -0.1192 -0.0121
C 0.9836 0.7194 -0.9316 0.0168 -0.0186 0.2386
H -2.8644 -0.7433 -0.9864 -0.0907 0.0615 0.1860
H -3.3049 -0.7323 0.7451 0.0793 0.0326 -0.0187
H -3.1858 0.7914 -0.1914 -0.0432 -0.1790 0.0860
H -1.1846 -1.2393 1.9234 0.0547 0.0209 -0.1966
H 3.2147 0.4533 0.4161 -0.1749 -0.0106 -0.0405
H 2.8607 -0.8110 -0.8394 -0.0234 0.1516 0.1007
H 2.9821 0.9034 -1.2699 0.0528 -0.0776 0.1258
H 0.8856 1.7844 -1.0957 0.1587 -0.0919 -0.0540
```
Forces are in eV/Å.

Calculated values
orbital gap: 9.5 eV
spin multiplicity: 1
HOMO energy: -0.3111 Ha
LUMO: 1.0230 eV
electronic energy: -304.65404 hartree
energy above the lowest of the compared OMol25 structures with the same formula, charge and spin: 4.938 eV

What did the first record say?
The following is a quantum chemistry calculation of a structure of composition C13H15ClN6O4S2Y in a non-equilibrium geometry, from the OMol25 dataset.

XYZ file:
```
42
Properties=species:S:1:pos:R:3:forces:R:3
Y -1.1467 -0.5671 1.4737 -0.0199 -1.1382 -0.0618
N 2.9900 1.8972 -4.6019 -0.9469 -0.5924 0.0285
C 2.6461 1.3748 -3.3742 0.7444 -0.1146 0.7430
C 3.4484 1.7163 -2.2400 -1.1901 -0.6954 0.8008
C 3.1257 1.1942 -0.9750 0.2226 -0.3103 -1.0791
C 2.0984 0.2335 -0.8516 0.3684 1.4350 0.3545
C 1.2876 -0.0558 -1.9424 0.2563 0.1961 0.0397
C 1.5794 0.4650 -3.1893 -0.2762 0.5066 -0.4441
S 1.8530 -0.5305 0.7058 0.1656 -0.7912 0.1819
O 3.0804 -1.0055 1.2398 0.4092 -0.3907 -0.3348
O 0.8241 -1.5851 0.3783 -0.5414 0.3397 0.5142
N 1.1303 0.3387 1.8334 -0.7297 0.0282 -0.8141
C 0.6661 1.5948 1.5656 -0.5631 0.7137 1.2496
N 1.4690 2.6741 1.5638 -0.4098 -0.4306 -0.9521
C 0.9020 3.8553 1.3154 0.4489 -0.8539 0.4307
C -0.4720 3.9946 1.2307 -0.7774 0.6990 -0.4076
C -1.2466 2.8681 1.2879 0.1171 -1.5033 0.3444
N -0.7103 1.6092 1.5058 0.9423 3.9982 -0.9399
H 3.4863 2.7657 -4.5808 0.1619 0.1853 -0.1755
H 2.3165 1.7899 -5.3613 0.4651 0.1479 0.4390
H 4.2963 2.3820 -2.3274 -0.0775 0.0880 -0.1284
H 3.6916 1.4825 -0.0954 0.0873 -0.0794 -0.1551
H 0.4114 -0.6516 -1.7686 -0.0897 -0.4365 -0.3069
H 0.9152 0.2355 -4.0324 0.3583 0.0688 0.3351
H 1.5875 4.6864 1.1909 -0.1181 0.0752 0.1587
H -0.9507 4.9663 1.0736 0.2883 -0.4249 0.0033
H -2.3155 2.9083 1.1190 -0.0352 -0.0421 0.2715
Cl -2.2070 -1.9650 -0.5969 -1.9041 0.8666 -0.1552
C -4.0085 -1.0512 -0.4110 0.7482 -0.0581 -1.0974
C -4.2155 -0.9182 1.0667 1.1995 0.1099 1.8564
O -5.0235 -1.5920 1.6494 -0.6536 -0.2062 -0.3859
O -3.3524 -0.1198 1.6634 0.7424 -0.2417 -1.0205
H -4.7417 -1.7005 -0.8998 0.5611 0.0077 0.0531
H -3.8658 -0.0749 -0.9128 0.0677 -0.7661 0.1420
N -2.2798 -4.5923 2.2065 -0.1651 -0.0820 0.0876
C -1.1662 -3.8591 2.3136 0.9140 -0.6499 -1.3071
N -0.0315 -4.2105 1.6532 -1.4560 0.3224 0.5343
S -1.1526 -2.4591 3.2875 -0.2086 -0.1651 0.8861
H -2.3828 -5.4962 1.7093 0.3428 1.1124 0.5222
H -3.1023 -4.1719 2.6440 0.3236 -0.5301 -0.1762
H -0.0965 -4.9453 0.9705 0.2243 -0.1256 -0.1447
H 0.6628 -3.4808 1.5130 0.0031 -0.2722 0.1097
```
Forces are in eV/Å.

Calculated values
orbital gap: 7.6 eV
spin multiplicity: 1
HOMO energy: -0.4103 Ha
total charge: +1
LUMO: -3.5229 eV
electronic energy: -2428.74019 hartree
energy above the lowest of the compared OMol25 structures with the same formula, charge and spin: 0.000 eV

Q: The highest HOMO energy belongs to which entry?
A: C5H8N2

Q: Which of these has the highest orbital gap?
A: C5H8N2